Record 1
{
  "formula": "C9H21N4",
  "method": "wB97M-V/def2-TZVPD",
  "symbols": ["H", "N", "N", "N", "C", "C", "C", "C", "N", "C", "C", "C", "C", "C", "H", "H", "H", "H", "H", "H", "H", "H", "H", "H", "H", "H", "H", "H", "H", "H", "H", "H", "H", "H"],
  "xyz": [[-2.6701, 1.9067, -1.8445], [-2.0445, 1.7476, -1.0541], [-0.8875, 1.4328, -1.3325], [-0.3590, 1.3040, -2.5108], [0.0001, 1.1779, -0.2161], [0.1019, -0.3193, 0.1786], [0.7802, -1.1638, -0.9229], [2.1222, -0.6483, -1.4592], [1.9224, 0.1071, -2.7106], [0.9300, -0.3939, 1.4758], [0.2220, 0.1901, 2.6979], [-1.1431, -0.4569, 2.8996], [-1.9984, -0.3046, 1.6474], [-1.2897, -0.9178, 0.4420], [-0.9622, 1.4490, -3.3127], [0.6682, 0.8453, -2.6336], [0.9881, 1.5665, -0.4577], [-0.4134, 1.7177, 0.6343], [0.0940, -1.2929, -1.7638], [0.9372, -2.1572, -0.5027], [2.6044, 0.0062, -0.7331], [2.7951, -1.4934, -1.6265], [1.8058, -0.5403, -3.4864], [2.7300, 0.6870, -2.9196], [1.8893, 0.1086, 1.3430], [1.1364, -1.4458, 1.6771], [0.1096, 1.2718, 2.6047], [0.8456, 0.0108, 3.5742], [-1.0113, -1.5176, 3.1202], [-1.6461, -0.0003, 3.7514], [-2.9496, -0.8177, 1.7888], [-2.2232, 0.7471, 1.4668], [-1.1622, -1.9853, 0.6287], [-1.9221, -0.8211, -0.4434]],
  "relative_energy_kj_mol": 76.5,
  "e_homo_ev": -13.784,
  "charge": 1,
  "energy_ev": -15626.662,
  "gap_ev": 10.0,
  "smiles": "[H]/N=[N+](\\N)CC1(CCN)CCCCC1",
  "lumo_energy_ha": -0.14064
}

---

Record 2
{
  "formula": "C29H19BiBr3N4O11S2",
  "method": "wB97M-V/def2-TZVPD",
  "symbols": ["Bi", "O", "C", "O", "C", "C", "C", "C", "C", "N", "C", "O", "O", "H", "H", "H", "H", "O", "S", "O", "O", "C", "C", "C", "C", "C", "C", "S", "O", "O", "O", "H", "H", "H", "H", "Br", "C", "C", "C", "C", "C", "C", "N", "N", "C", "C", "C", "C", "O", "C", "N", "C", "C", "C", "C", "H", "H", "H", "H", "H", "H", "H", "H", "H", "Br", "C", "Br", "H", "H"],
  "xyz": [[-0.4730, -0.6425, -0.7461], [3.9183, 0.2402, -2.8129], [2.9802, 0.0884, -1.8706], [2.0733, 0.8635, -1.7050], [3.1122, -1.1961, -1.1135], [4.2029, -2.0358, -1.2237], [4.1866, -3.2222, -0.4975], [3.0816, -3.5278, 0.2715], [2.0175, -2.6309, 0.2880], [2.0532, -1.4828, -0.3612], [0.7313, -2.9643, 1.0185], [0.7663, -3.7812, 1.9157], [-0.3236, -2.3427, 0.6027], [3.6230, 0.9639, -3.3849], [5.0240, -1.7735, -1.8736], [5.0218, -3.9076, -0.5560], [2.9963, -4.4413, 0.8413], [1.5687, -1.3076, -4.6586], [0.3937, -1.3490, -3.8179], [-0.1969, -0.0345, -3.5474], [0.6083, -2.0799, -2.5573], [-0.8776, -2.2159, -4.7301], [-0.7354, -2.1540, -6.1097], [-1.7315, -2.6285, -6.9493], [-2.8859, -3.1574, -6.4054], [-3.0281, -3.2363, -5.0273], [-2.0337, -2.7799, -4.1718], [-2.3401, -3.0924, -2.4184], [-1.3724, -4.0614, -1.9909], [-3.7266, -3.4736, -2.3480], [-2.1510, -1.7462, -1.7716], [0.1726, -1.7242, -6.5091], [-1.6036, -2.5742, -8.0232], [-3.6796, -3.5165, -7.0484], [-3.9144, -3.6655, -4.5838], [0.6922, 6.6791, 2.0763], [0.1750, 5.3743, 3.3514], [0.9860, 5.1313, 4.4447], [0.6028, 4.1680, 5.3655], [-0.5560, 3.4282, 5.1764], [-1.3830, 3.7150, 4.0908], [-1.0172, 4.6864, 3.1762], [-0.9102, 2.4972, 6.2141], [-1.3479, 1.3556, 5.9767], [-1.3805, 0.8032, 4.6699], [-2.5736, 0.2245, 4.2918], [-2.8350, -0.1634, 2.9790], [-1.8703, -0.0168, 1.9846], [-2.1121, -0.2500, 0.7403], [-0.5590, 0.4253, 2.4125], [0.4016, 0.4448, 1.4598], [1.6128, 0.8389, 1.7612], [1.9775, 1.1944, 3.0708], [1.0268, 1.1738, 4.0510], [-0.3057, 0.8246, 3.7388], [1.9027, 5.6885, 4.5787], [1.2134, 3.9687, 6.2372], [-2.3015, 3.1632, 3.9444], [-1.6476, 4.8953, 2.3228], [-3.3490, 0.1447, 5.0449], [-3.7979, -0.5649, 2.6962], [2.3286, 0.8647, 0.9486], [3.0004, 1.4677, 3.2897], [1.2910, 1.4143, 5.0724], [-0.5954, 3.2208, -0.7008], [-1.2692, 2.6529, -2.4246], [-2.8338, 1.5494, -2.2752], [-0.5036, 2.0500, -2.9000], [-1.5204, 3.5397, -2.9908]],
  "relative_energy_kj_mol": 0.0,
  "e_homo_ev": -5.336,
  "charge": -1,
  "energy_ev": -296506.537,
  "gap_ev": 7.2,
  "lumo_energy_ha": 0.06760
}

---

Record 3
{
  "formula": "C3H5NO",
  "method": "wB97M-V/def2-TZVPD",
  "symbols": ["O", "C", "C", "C", "N", "H", "H", "H", "H", "H"],
  "xyz": [[1.4883, 0.2192, 1.4134], [1.3095, -0.5187, 0.4445], [0.4130, -0.2435, -0.6405], [-1.0233, -0.3934, -0.4649], [-0.5349, 0.9597, -0.1510], [1.9179, -1.4285, 0.2998], [-1.7234, -0.4522, -1.2965], [-1.3966, -0.8573, 0.4507], [-0.1334, 1.5312, -0.8761], [-0.3170, 1.1836, 0.8206]],
  "relative_energy_kj_mol": 336.5,
  "e_homo_ev": -8.373,
  "charge": 0,
  "energy_ev": -6726.086,
  "gap_ev": 9.3,
  "smiles": "[O-]/C=C1/C[NH2+]1",
  "lumo_energy_ha": 0.03401
}

---

Record 4
{
  "formula": "C5H30N2O9",
  "method": "wB97M-V/def2-TZVPD",
  "symbols": ["C", "N", "C", "O", "C", "C", "N", "C", "H", "H", "H", "H", "H", "H", "H", "H", "H", "H", "H", "H", "H", "H", "H", "H", "O", "H", "H", "O", "H", "H", "O", "H", "H", "O", "H", "H", "O", "H", "H", "O", "H", "H", "O", "H", "H", "O"],
  "xyz": [[-1.2745, -0.0859, 0.3132], [-0.5587, -1.2087, -0.3201], [-0.1613, -2.3391, 0.5489], [1.2135, -2.3497, 0.6010], [-0.7218, 1.3445, 0.0190], [-1.8620, 2.2308, -0.4799], [-0.1099, 1.8717, 1.2637], [0.4658, 3.2229, 1.0996], [-2.2966, -0.1924, -0.1013], [-1.3258, -0.2210, 1.3935], [0.2330, -0.8991, -0.9244], [-0.3598, -3.2673, -0.0095], [-0.6566, -2.3330, 1.5370], [1.5618, -1.5640, 1.0835], [0.0590, 1.2689, -0.7715], [-1.5164, 3.1975, -0.7986], [-2.6300, 2.3311, 0.3026], [-2.3440, 1.8063, -1.3644], [-0.8327, 1.8752, 1.9817], [0.9936, 3.5147, 2.0058], [-0.2769, 3.9899, 0.9073], [1.1935, 3.1682, 0.2783], [-0.0443, -0.1637, -3.2854], [1.1805, -0.8500, -2.5826], [0.6892, -0.0038, -2.6432], [-2.2420, 1.4057, 4.4794], [-2.7636, 0.2432, 3.5803], [-2.2442, 1.0546, 3.5823], [3.0883, 1.1605, -0.8075], [3.0284, 0.4534, 0.5753], [3.6280, 0.6810, -0.1603], [1.2188, 0.9317, 1.7052], [2.4522, 0.6474, 2.7085], [1.9427, 0.2706, 1.9801], [-0.9047, -3.4270, -2.7924], [0.4604, -3.3003, -3.5068], [-0.4922, -3.4241, -3.6612], [-2.1538, -0.8306, -4.2965], [-0.9518, -1.8321, -4.2286], [-1.1958, -0.8895, -4.3850], [-0.7227, -0.0180, 3.5355], [0.6478, -0.5807, 2.9295], [-0.0899, -0.7678, 3.5353], [2.7935, -1.5599, -1.8338], [1.8225, -2.3710, -1.0302], [2.0595, -2.1911, -1.9632]],
  "s_squared": 0.75,
  "relative_energy_kj_mol": 167.0,
  "spin_multiplicity": 2,
  "e_homo_ev": [-13.591, -13.583],
  "charge": 1,
  "energy_ev": -27071.970,
  "gap_ev": [10.8, 6.0],
  "lumo_energy_ha": [-0.10299, -0.27855]
}

---

Record 5
{
  "formula": "C31H45N7O3P3PdS",
  "method": "wB97M-V/def2-TZVPD",
  "symbols": ["Pd", "N", "N", "C", "N", "S", "H", "H", "H", "H", "H", "C", "C", "C", "C", "C", "C", "P", "C", "C", "C", "C", "C", "C", "C", "C", "C", "C", "C", "C", "C", "C", "C", "C", "H", "H", "H", "H", "H", "H", "H", "H", "H", "H", "H", "H", "H", "H", "H", "H", "C", "N", "C", "P", "O", "O", "P", "O", "N", "C", "C", "N", "C", "C", "N", "C", "C", "H", "H", "H", "H", "H", "H", "H", "H", "H", "H", "H", "H", "H", "H", "H", "H", "H", "H", "H", "H", "H", "H", "H", "H"],
  "xyz": [[-0.0687, -0.0542, 0.0341], [1.4120, 0.0339, 3.5728], [1.2149, 1.4104, 3.6559], [0.3169, 2.0418, 2.9305], [0.2629, 3.3735, 2.9473], [-0.8526, 1.1498, 2.0167], [0.5077, -0.4332, 3.5635], [1.9636, -0.2832, 4.3621], [1.8780, 1.9287, 4.2185], [0.7947, 3.9223, 3.6088], [-0.5056, 3.8372, 2.4871], [5.7577, -1.1012, 3.1372], [4.5755, -1.8398, 3.1762], [3.5537, -1.5385, 2.2993], [3.7116, -0.4988, 1.3739], [4.8820, 0.2572, 1.3492], [5.9051, -0.0594, 2.2309], [2.3863, -0.2884, 0.1648], [2.9743, 0.9512, -1.0096], [3.8509, 0.7004, -2.0624], [4.3353, 1.7644, -2.8056], [3.9329, 3.0652, -2.5278], [3.0006, 3.3080, -1.5265], [2.5242, 2.2554, -0.7654], [2.4487, -1.9420, -0.5752], [3.6256, -2.5362, -0.9844], [3.6082, -3.8343, -1.5094], [2.4289, -4.5383, -1.5753], [1.2310, -4.0039, -1.0536], [0.0273, -4.7401, -0.9852], [-1.0958, -4.1943, -0.4107], [-1.0685, -2.8982, 0.1258], [0.0759, -2.1590, 0.0290], [1.2484, -2.6758, -0.5477], [6.5595, -1.3436, 3.8214], [4.4561, -2.6550, 3.8771], [2.6338, -2.1107, 2.3105], [5.0133, 1.0649, 0.6411], [6.8246, 0.5088, 2.1973], [4.1692, -0.3060, -2.2945], [5.0449, 1.5821, -3.6010], [4.3569, 3.8902, -3.0831], [2.6775, 4.3205, -1.3268], [1.8115, 2.4343, 0.0365], [4.5705, -2.0182, -0.8817], [4.5330, -4.2867, -1.8390], [2.4097, -5.5311, -2.0054], [0.0187, -5.7586, -1.3516], [-2.0083, -4.7700, -0.3495], [-1.9450, -2.5068, 0.6319], [0.9049, 1.2399, -3.6972], [0.3752, -0.0725, -4.0504], [1.4004, -1.1226, -4.0437], [-0.9525, -0.5210, -3.1489], [-0.6969, -0.8054, -1.7062], [-1.9061, 0.7929, -3.3033], [-2.4343, 1.6199, -2.0200], [-1.5030, 1.4649, -0.8810], [-3.9135, 0.9654, -1.7312], [-4.4278, 0.9918, -0.3639], [-4.9422, 0.8118, -2.7549], [-2.4661, 3.1849, -2.5353], [-3.4350, 3.7293, -3.4751], [-1.4519, 4.1193, -2.0598], [-1.6657, -1.7349, -3.9716], [-1.8416, -1.6547, -5.4166], [-2.4138, -2.7673, -3.2675], [1.7951, 1.4342, -4.2923], [1.1723, 1.2954, -2.6348], [0.1634, 2.0053, -3.9192], [2.1636, -0.8758, -4.7808], [0.9457, -2.0746, -4.3113], [1.8756, -1.2197, -3.0570], [-3.5976, 0.9493, 0.3381], [-5.0663, 0.1211, -0.2130], [-5.0210, 1.8878, -0.1603], [-4.4885, 0.6870, -3.7361], [-5.6311, 1.6605, -2.7722], [-5.5393, -0.0723, -2.5259], [-4.3790, 3.1954, -3.4188], [-3.0660, 3.6686, -4.5027], [-3.6127, 4.7778, -3.2390], [-0.7136, 3.5867, -1.4673], [-1.9081, 4.9017, -1.4477], [-0.9527, 4.5957, -2.9070], [-1.2125, -0.8648, -5.8188], [-2.8836, -1.4466, -5.6744], [-1.5654, -2.6059, -5.8754], [-2.2011, -2.7018, -2.2025], [-2.1168, -3.7521, -3.6332], [-3.4880, -2.6542, -3.4355]],
  "relative_energy_kj_mol": 6.2,
  "e_homo_ev": -15.975,
  "charge": 3,
  "energy_ev": -91610.226,
  "gap_ev": 4.7,
  "lumo_energy_ha": -0.41352
}